No. 1
{
  "formula": "CH12O4S2",
  "method": "wB97M-V/def2-TZVPD",
  "elements": ["C", "S", "S", "H", "H", "H", "H", "H", "H", "O", "H", "H", "O", "H", "H", "O", "H", "H", "O"],
  "coordinates": [[-0.6792, -1.7947, -0.1736], [-1.5122, -1.1191, -1.5836], [0.2641, 0.0448, 2.4159], [0.4110, -1.6339, -0.0844], [-0.8668, -2.8767, -0.1124], [-1.1232, -1.3776, 0.7511], [0.7640, 0.1677, 3.6663], [-1.9443, 0.5399, -0.2120], [-1.3293, 0.7685, 1.1920], [-1.7898, 1.2428, 0.4520], [0.8690, 1.0249, -3.3105], [-0.0158, 0.1410, -2.3054], [0.7010, 0.8026, -2.3907], [1.9794, -0.4955, 0.7042], [2.3095, -0.2661, -0.7598], [2.4557, -0.8915, -0.0302], [0.1073, 2.2790, 0.4197], [1.2518, 1.8314, 1.3380], [1.0633, 2.3634, 0.5496]],
  "forces_ev_per_a": [[0.9, -0.5, -0.9], [0.2, -0.7, 1.3], [0.0, -0.2, 0.0], [-0.5, 0.2, -0.6], [-0.3, 0.2, 0.2], [-0.4, 0.1, 0.6], [-0.3, -0.3, -0.1], [-0.1, 0.5, 0.2], [-0.7, 0.6, -0.6], [0.4, -0.7, 0.5], [-0.3, -0.2, 0.0], [0.6, 0.6, -0.6], [0.2, -0.1, 0.4], [0.1, 0.2, 0.3], [0.0, -0.1, 0.1], [-0.1, 0.0, -0.5], [0.1, 0.0, -0.1], [0.0, 0.2, -0.2], [0.0, 0.0, 0.1]],
  "lowdin_charge": [-0.53, 0.85, 0.60, 0.01, 0.06, 0.00, -0.22, -0.06, -0.11, -0.12, 0.04, -0.12, -0.10, -0.08, 0.03, -0.09, 0.00, -0.07, -0.09],
  "spin_multiplicity": 1,
  "e_above_lowest_kcal_mol": 135.5,
  "homo_ev": -9.4141,
  "total_charge": 0,
  "gap_ha": 0.13768
}

No. 2
{
  "formula": "CH12O5",
  "method": "wB97M-V/def2-TZVPD",
  "elements": ["C", "O", "H", "H", "H", "H", "H", "H", "O", "H", "H", "O", "H", "H", "O", "H", "H", "O"],
  "coordinates": [[-2.2234, -0.7255, 0.6209], [-1.2852, -1.2145, 1.6219], [-2.1614, 0.3526, 0.5150], [-2.0036, -1.2345, -0.3168], [-3.2337, -0.9464, 0.9646], [-0.8646, -0.3898, 1.8977], [0.4574, -1.3859, -1.3853], [1.8396, -0.7146, -1.1467], [0.9298, -0.5870, -1.3419], [2.0787, 3.5088, -0.8083], [2.5237, 4.7585, -0.0799], [2.7830, 4.1887, -0.8025], [-0.1275, -2.7729, 0.9983], [0.8132, -3.9597, 0.8196], [-0.0385, -3.6330, 0.5496], [-0.1581, 1.0052, -1.0037], [-1.1513, 2.1317, -1.0329], [-0.4349, 1.7845, -0.4753]],
  "forces_ev_per_a": [[0.0, -0.6, 0.6], [-0.2, 1.1, -0.5], [0.3, 0.0, -0.2], [-0.2, 0.1, -0.1], [0.0, -0.3, -0.2], [0.3, -0.5, 0.3], [-0.5, -1.9, 0.1], [1.0, -0.5, 0.2], [-0.6, 2.3, -0.3], [0.5, 0.4, -0.1], [0.0, 0.3, 0.2], [-0.6, -0.8, -0.2], [-0.3, -0.2, 0.0], [0.5, -0.3, 0.1], [-0.3, 0.6, -0.2], [0.3, 0.2, 0.6], [0.3, 0.2, 0.4], [-0.4, -0.3, -1.0]],
  "lowdin_charge": [-0.12, -0.14, 0.06, 0.08, 0.08, 0.08, 0.02, 0.04, 0.00, 0.03, 0.02, -0.07, 0.00, 0.02, -0.07, 0.00, 0.05, -0.09],
  "spin_multiplicity": 1,
  "e_above_lowest_kcal_mol": 16.4,
  "homo_ev": -10.8431,
  "smiles": "CO.O.O.O.O",
  "total_charge": 0,
  "gap_ha": 0.41512
}